Record 1
The following is a DFT calculation (the ωB97M-V functional and the def2-TZVPD basis) of C18H27BrNO4P2Pt as an isolated structure at a distorted geometry.

## Properties
LUMO energy (spin up / spin down), eV: -8.9 / -12.8
Gap between HOMO and LUMO (spin up / spin down), eV: 8.0 / 4.5

The geometry in ORCA input format:
```
! wB97M-V def2-TZVPD RIJCOSX def2/J DEFGRID3
* xyz 3 5
Pt 0.106 0.394 -0.177
P -2.146 0.335 -0.470
C -2.251 0.966 -2.269
C -0.861 1.413 -2.744
N 0.268 1.262 -2.002
C 1.532 1.653 -2.365
C 1.682 2.413 -3.514
C 0.555 2.605 -4.300
C -0.686 2.070 -3.956
C 2.697 1.166 -1.509
P 2.240 -0.330 -0.475
H -1.562 2.411 -4.491
H 2.674 2.706 -3.871
H 0.656 3.169 -5.213
H 3.612 0.945 -2.093
H 2.927 1.932 -0.743
H -2.761 0.210 -2.906
H -2.953 1.848 -2.159
H -1.455 -2.951 -4.368
O -1.907 -2.798 -5.232
H -2.727 -3.370 -5.255
H -0.455 -3.667 0.037
O 0.190 -3.700 -0.739
H 0.499 -4.631 -0.749
C 2.776 -1.756 -1.460
H 3.828 -1.629 -1.777
H 2.634 -2.629 -0.813
H 2.076 -1.885 -2.295
C 3.249 -0.300 1.019
H 2.865 -1.131 1.627
H 4.314 -0.417 0.785
H 3.058 0.644 1.542
C -2.868 1.728 0.427
H -3.888 1.906 0.043
H -2.881 1.513 1.507
H -2.237 2.613 0.262
C -3.222 -1.123 -0.253
H -3.349 -1.341 0.820
H -4.206 -0.912 -0.704
H -2.770 -1.990 -0.757
Br -0.812 4.129 2.534
C -0.388 2.989 3.973
C -0.525 3.575 5.253
C -0.273 2.819 6.411
C 0.108 1.488 6.336
C 0.266 0.882 5.090
C 0.065 1.609 3.908
C 0.336 0.862 2.613
O 0.740 -0.310 2.572
O 0.157 1.611 1.543
H -0.830 4.619 5.462
H -0.370 3.272 7.402
H 0.282 0.899 7.232
H 0.570 -0.171 5.085
*
```

Record 2
The following is a DFT calculation (the ωB97M-V functional and the def2-TZVPD basis) of C4H10N3O as an isolated structure at a distorted geometry.

## Properties
LUMO energy (spin up / spin down), eV: -3.6 / -7.2
Gap between HOMO and LUMO (spin up / spin down), eV: 5.3 / 6.5

The geometry in ORCA input format:
```
! wB97M-V def2-TZVPD RIJCOSX def2/J DEFGRID3
* xyz 1 3
C 1.566 -0.135 1.127
C 0.872 -0.985 0.053
C 0.226 1.517 -0.110
C -0.455 -0.280 -0.470
N 1.123 1.174 0.979
N -0.844 -0.620 -1.721
N -1.597 -0.473 0.430
O 2.253 -0.573 1.974
H 1.749 -0.990 -0.745
H 0.606 -2.044 0.290
H 0.644 1.931 -1.013
H -0.577 2.190 0.234
H 1.757 1.776 1.518
H -0.030 -0.785 -2.375
H -1.509 -0.103 -2.285
H -1.792 0.382 1.006
H -1.526 -1.190 1.161
H -2.466 -0.791 -0.053
*
```

Record 3
The following is a DFT calculation (the ωB97M-V functional and the def2-TZVPD basis) of a 2-piece molecular cluster, C2H11FN2O6PS overall at a distorted geometry.

## Properties
LUMO energy, eV: -4.5
Gap between HOMO and LUMO, eV: 9.1

The geometry in ORCA input format:
```
! wB97M-V def2-TZVPD RIJCOSX def2/J DEFGRID3
* xyz 1 1
O -0.831 3.556 -0.030
P -0.003 2.632 1.003
O 1.533 3.496 1.230
O -0.878 2.781 2.524
N 0.319 1.033 0.431
C 0.014 0.681 -0.972
C 1.104 -0.308 -1.717
O 0.776 -0.392 -3.175
S 0.701 -0.202 1.528
O 0.212 -0.006 3.012
O 0.241 -1.656 1.140
F 2.444 -0.278 1.660
H 1.219 4.434 1.467
H -1.858 2.927 2.354
H 0.005 1.677 -1.630
H -1.051 0.191 -1.152
H 1.108 -1.414 -1.309
H 2.213 0.094 -1.670
H -0.206 -0.648 -3.238
N -1.412 -3.720 -0.291
H -1.073 -4.632 0.036
H -2.295 -3.494 0.182
H -0.714 -2.998 -0.076
H -1.566 -3.756 -1.305
*
```

Record 4
The following is a DFT calculation (the ωB97M-V functional and the def2-TZVPD basis) of a 2-piece molecular cluster, C4H3ClF2N2O overall at a distorted geometry.

## Properties
LUMO energy (spin up / spin down), eV: -1.2 / -0.7
Gap between HOMO and LUMO (spin up / spin down), eV: 7.3 / 10.5

The geometry in ORCA input format:
```
! wB97M-V def2-TZVPD RIJCOSX def2/J DEFGRID3
* xyz 0 1
C 0.483 1.898 0.154
C 0.180 -0.832 0.289
C 0.226 0.608 0.541
C 1.231 -1.902 0.238
N 0.934 2.867 -0.299
N -2.277 1.136 -0.781
O -0.104 -0.158 1.557
F -2.801 1.892 0.233
F -1.853 2.019 -1.751
Cl 2.114 -1.481 -1.225
H -0.708 -1.255 -0.315
H 0.633 -2.910 0.221
H 1.942 -1.881 1.139
*
```

Record 5
The following is a DFT calculation (the ωB97M-V functional and the def2-TZVPD basis) of C2H3FOSm as an isolated structure at a distorted geometry.

## Properties
LUMO energy (spin up / spin down), eV: -10.2 / -10.2
Gap between HOMO and LUMO (spin up / spin down), eV: 8.2 / 9.7

The geometry in ORCA input format:
```
! wB97M-V def2-TZVPD RIJCOSX def2/J DEFGRID3
* xyz 2 7
H -0.475 -0.457 -1.217
O 0.465 -0.808 -0.056
C -0.801 -0.928 0.638
C -1.661 -0.425 -0.483
Sm 2.516 0.202 0.227
H -0.923 -0.329 1.558
H -1.002 -2.005 0.792
F -2.586 0.495 -0.037
*
```

Record 6
The following is a DFT calculation (the ωB97M-V functional and the def2-TZVPD basis) of a 22-piece molecular cluster, C19H77Br2N2O21 overall at a distorted geometry.

## Properties
LUMO energy, eV: -2.4
Gap between HOMO and LUMO, eV: 9.9

The geometry in ORCA input format:
```
! wB97M-V def2-TZVPD RIJCOSX def2/J DEFGRID3
* xyz 1 1
C -4.087 5.063 2.751
C -4.203 3.658 3.350
C -3.080 3.247 4.296
C -1.669 3.459 3.749
C -1.458 2.940 2.320
C -1.919 1.491 2.083
C -0.730 0.625 1.661
C -0.834 -0.820 2.154
N -0.047 -1.714 1.298
C 1.178 -2.134 1.557
N 1.590 -2.928 0.570
C 2.906 -3.603 0.536
C 2.877 -4.851 1.449
C 4.041 -2.629 0.865
C 5.256 -2.776 -0.069
C 5.817 -1.428 -0.545
C 0.602 -2.993 -0.379
C 0.628 -3.711 -1.676
C 0.980 -2.743 -2.809
C 1.219 -3.519 -4.115
Br 2.560 -1.675 -2.366
C -0.427 -2.246 0.089
Br -2.065 -1.902 -0.682
H -4.638 5.069 1.815
H -4.558 5.800 3.396
H -3.070 5.361 2.532
H -5.145 3.614 3.893
H -4.274 2.948 2.532
H -3.161 3.775 5.246
H -3.201 2.186 4.523
H -0.938 3.028 4.435
H -1.483 4.534 3.726
H -1.952 3.630 1.648
H -0.392 3.022 2.109
H -2.637 1.514 1.266
H -2.433 1.078 2.946
H -0.680 0.600 0.571
H 0.215 1.027 2.010
H -1.856 -1.173 2.221
H -0.415 -0.868 3.153
H 1.728 -1.878 2.442
H 3.052 -3.936 -0.484
H 1.847 -5.121 1.674
H 3.437 -4.673 2.359
H 3.298 -5.700 0.919
H 3.688 -1.604 0.778
H 4.391 -2.826 1.876
H 6.058 -3.298 0.448
H 5.012 -3.375 -0.945
H 6.337 -1.529 -1.488
H 5.002 -0.714 -0.658
H 6.523 -1.022 0.172
H -0.373 -4.066 -1.911
H 1.347 -4.524 -1.686
H 0.187 -2.019 -2.955
H 0.478 -3.276 -4.866
H 1.187 -4.576 -3.860
H 2.210 -3.308 -4.496
O -1.925 5.517 0.388
H -2.435 5.526 -0.429
H -1.081 5.923 0.149
O 0.282 7.004 1.446
H -0.085 6.791 2.311
H 1.092 6.479 1.393
O -0.280 -3.813 4.257
H 0.575 -4.236 4.385
H -0.241 -3.420 3.380
O 1.285 -6.944 -3.623
H 1.090 -7.281 -4.504
H 2.082 -7.414 -3.351
O 1.847 4.186 1.028
H 2.118 3.334 1.391
H 0.929 4.049 0.761
O -1.804 -3.858 -5.680
H -2.472 -3.709 -6.359
H -2.313 -3.873 -4.861
O 8.726 -0.658 -1.474
H 9.587 -0.985 -1.193
H 8.886 -0.303 -2.354
O 4.739 5.856 1.129
H 4.256 6.334 1.809
H 4.100 5.219 0.788
O 2.711 0.896 2.140
H 3.246 0.188 1.766
H 2.733 0.754 3.093
O -1.170 0.436 -3.410
H -1.533 0.052 -2.603
H -0.526 -0.197 -3.757
O 2.334 -7.554 -0.961
H 1.710 -6.875 -0.687
H 1.763 -8.273 -1.253
O -1.010 -5.915 0.219
H -0.597 -5.063 0.053
H -1.462 -6.135 -0.603
O -3.496 8.028 1.151
H -3.114 8.834 1.511
H -2.784 7.372 1.188
O -1.834 -1.375 4.909
H -2.359 -1.210 5.699
H -1.535 -2.290 5.009
O 1.337 9.107 -0.479
H 1.027 8.566 0.258
H 2.017 8.581 -0.908
O -3.191 -5.865 -7.326
H -2.294 -6.159 -7.513
H -3.247 -5.896 -6.364
O -6.629 6.728 1.357
H -7.150 6.783 0.551
H -5.775 7.124 1.133
O -4.266 -4.869 -4.371
H -4.924 -4.709 -5.058
H -4.778 -4.888 -3.556
O -0.070 3.101 -2.885
H -0.494 2.242 -3.035
H -0.420 3.665 -3.580
O 0.598 -0.521 -5.035
H 0.985 0.349 -5.183
H 0.139 -0.728 -5.856
O -6.055 2.892 0.907
H -6.252 2.948 -0.033
H -6.518 3.644 1.297
*
```

Record 7
The following is a DFT calculation (the ωB97M-V functional and the def2-TZVPD basis) of C30H40N5O7ReS2 as an isolated structure.

## Properties
LUMO energy (spin up / spin down), eV: -8.7 / -10.0
Gap between HOMO and LUMO (spin up / spin down), eV: 7.7 / 6.3

The geometry in ORCA input format:
```
! wB97M-V def2-TZVPD RIJCOSX def2/J DEFGRID3
* xyz 3 4
Re -0.237 -1.033 -0.472
S 1.346 -0.900 3.711
C -0.296 -0.334 3.809
C -0.997 0.092 4.935
C -2.303 0.500 4.756
C -2.903 0.485 3.490
C -2.209 0.061 2.375
C -0.889 -0.348 2.548
N -0.012 -0.797 1.558
C 1.182 -1.117 2.039
C 2.152 -1.609 1.074
C 3.449 -2.009 1.355
C 4.259 -2.458 0.317
C 3.780 -2.514 -0.986
C 2.481 -2.114 -1.283
C 1.670 -1.653 -0.251
H -0.539 0.102 5.915
H -2.875 0.838 5.609
H -3.930 0.810 3.390
H -2.687 0.042 1.401
H 3.835 -1.978 2.368
H 5.273 -2.770 0.527
H 4.423 -2.874 -1.779
H 2.122 -2.163 -2.303
O 0.016 -4.502 -0.280
C -1.004 -3.966 0.092
O -1.260 -2.681 0.005
C -2.146 -4.788 0.666
N -1.614 -6.180 0.920
C -2.726 -7.148 0.594
C -3.380 -6.496 -0.609
C -3.341 -4.989 -0.297
H -2.457 -4.362 1.618
H -1.263 -6.295 1.871
H -0.802 -6.306 0.301
H -3.389 -7.177 1.457
H -2.305 -8.136 0.427
H -4.394 -6.863 -0.746
H -2.821 -6.727 -1.517
H -4.258 -4.658 0.184
H -3.210 -4.396 -1.201
C 2.897 8.827 1.774
C 2.319 7.420 1.935
S 2.067 6.710 0.338
O 1.040 7.422 -0.362
O 3.334 6.447 -0.292
C 1.389 5.063 0.665
C 1.261 4.442 -0.718
N 0.486 3.168 -0.705
C 1.003 1.947 -0.537
N 0.022 1.024 -0.642
C -1.161 1.708 -0.848
C -0.874 3.021 -0.883
N -1.856 4.083 -1.054
O -1.459 5.217 -1.110
O -3.003 3.695 -1.069
C 2.428 1.645 -0.258
H 3.045 9.256 2.762
H 2.213 9.466 1.220
H 3.855 8.797 1.259
H 1.343 7.438 2.423
H 3.000 6.758 2.472
H 0.418 5.171 1.151
H 2.086 4.525 1.308
H 2.232 4.214 -1.143
H 0.746 5.129 -1.383
H -2.132 1.251 -0.967
H 3.102 2.337 -0.760
H 2.667 0.639 -0.597
H 2.618 1.713 0.815
C 0.552 0.737 -3.676
C -0.520 -0.316 -3.704
O -0.486 -1.271 -2.545
C -0.724 -2.658 -3.037
C -2.171 -2.867 -3.388
H 0.634 1.134 -4.690
H 1.530 0.322 -3.420
H 0.318 1.570 -3.026
H -0.379 -0.955 -4.572
H -1.528 0.093 -3.740
H -0.374 -3.315 -2.253
H -0.058 -2.786 -3.890
H -2.819 -2.631 -2.539
H -2.316 -3.913 -3.662
H -2.487 -2.267 -4.241
*
```

Record 8
The following is a DFT calculation (the ωB97M-V functional and the def2-TZVPD basis) of a 2-piece molecular cluster, C6H13NO2 overall at a distorted geometry.

## Properties
Structure (SMILES): [H]/N=C(/C)OC.CC(C)=O
LUMO energy, eV: 0.6
Gap between HOMO and LUMO, eV: 9.6

The geometry in ORCA input format:
```
! wB97M-V def2-TZVPD RIJCOSX def2/J DEFGRID3
* xyz 0 1
C 2.100 -0.396 -0.586
C -0.042 2.561 -0.664
C 0.134 1.167 -1.153
O 1.007 0.344 -0.070
N -0.023 0.677 -2.283
H -0.592 -0.156 -2.367
H 2.997 0.223 -0.601
H 1.988 -0.798 -1.596
H 2.253 -1.273 0.047
H -1.097 2.819 -0.739
H 0.557 3.242 -1.269
H 0.254 2.650 0.376
C -0.676 -1.938 0.152
C -1.057 -0.501 2.201
C -0.852 -0.531 0.698
O -1.544 0.304 0.036
H 0.164 -2.429 0.647
H -0.552 -1.895 -0.929
H -1.559 -2.532 0.387
H -1.206 0.520 2.544
H -1.985 -1.032 2.426
H -0.269 -1.027 2.740
*
```

Record 9
The following is a DFT calculation (the ωB97M-V functional and the def2-TZVPD basis) of a 2-piece molecular cluster, C20H34F3I2N2O8S overall at a distorted geometry.

## Properties
LUMO energy, eV: -2.3
Gap between HOMO and LUMO, eV: 8.5

The geometry in ORCA input format:
```
! wB97M-V def2-TZVPD RIJCOSX def2/J DEFGRID3
* xyz 1 1
C 0.790 -4.907 3.580
C -0.132 -3.874 3.012
I -2.135 -4.350 3.330
C 0.267 -2.778 2.347
I 2.364 -2.553 2.124
C -0.612 -1.698 1.723
S -1.365 -2.307 0.120
O -1.873 -3.641 0.235
O -2.173 -1.269 -0.451
C 0.040 -2.491 -1.134
F -0.608 -2.938 -2.215
F 0.949 -3.386 -0.772
F 0.663 -1.350 -1.466
O 0.261 -0.679 1.164
C -0.469 0.476 1.029
O -0.179 1.375 0.273
O -1.499 0.451 1.831
C -1.474 -0.739 2.646
C -2.947 -0.980 3.012
C -3.966 -1.504 2.011
C -4.606 -0.407 1.157
N -5.543 0.389 1.947
C -0.732 -0.525 3.973
C 0.633 0.146 4.040
C 0.663 1.671 3.864
C 2.028 2.158 3.412
O 2.009 2.454 1.995
C 2.936 1.814 1.246
O 4.127 2.037 1.289
H 0.239 -5.617 4.184
H 1.545 -4.453 4.211
H 1.259 -5.458 2.769
H -2.945 -1.612 3.891
H -3.308 -0.014 3.361
H -4.791 -1.894 2.604
H -3.622 -2.336 1.410
H -5.154 -0.910 0.365
H -3.848 0.209 0.688
H -5.206 1.311 2.161
H -6.457 0.442 1.534
H -1.418 0.087 4.557
H -0.707 -1.491 4.467
H 1.027 -0.062 5.033
H 1.350 -0.300 3.361
H -0.106 2.033 3.190
H 0.475 2.143 4.825
H 2.790 1.405 3.603
H 2.344 3.049 3.942
H 2.514 1.065 0.569
C 2.970 2.925 -4.721
N 1.946 2.207 -5.550
C 2.551 1.922 -6.885
C 0.756 3.082 -5.734
C 1.548 0.879 -4.949
C 0.846 0.925 -3.617
O 1.708 1.502 -2.663
H 3.392 3.718 -5.335
H 2.493 3.346 -3.846
H 3.741 2.221 -4.429
H 2.830 2.864 -7.347
H 1.821 1.406 -7.501
H 3.430 1.300 -6.742
H 0.350 3.338 -4.761
H 0.015 2.552 -6.326
H 1.071 3.986 -6.249
H 2.471 0.305 -4.872
H 0.892 0.403 -5.677
H 0.622 -0.105 -3.349
H -0.104 1.465 -3.686
H 1.247 1.565 -1.812
*
```

Record 10
The following is a DFT calculation (the ωB97M-V functional and the def2-TZVPD basis) of one molecule with the formula CH5NO2Si at a distorted geometry.

## Properties
LUMO energy (spin up / spin down), eV: 0.8 / -3.3
Gap between HOMO and LUMO (spin up / spin down), eV: 8.5 / 7.7

The geometry in ORCA input format:
```
! wB97M-V def2-TZVPD RIJCOSX def2/J DEFGRID3
* xyz 0 3
C 0.905 -0.303 -0.695
N 2.257 -0.008 -0.109
O 2.619 1.133 -0.132
O 2.709 -0.813 0.686
Si -0.372 0.228 0.585
H 0.825 0.033 -1.706
H 0.808 -1.559 -0.874
H -1.020 -1.094 1.050
H 0.450 1.004 1.435
H -1.608 0.694 -0.128
*
```

Record 11
The following is a DFT calculation (the ωB97M-V functional and the def2-TZVPD basis) of an isolated ion of composition C15H30N3O and charge +1.

## Properties
Structure (SMILES): CCN1CC[NH+]([C@@H](C)C(=O)NC2CCCCC2)CC1
LUMO energy, eV: -2.3
Gap between HOMO and LUMO, eV: 10.1

The geometry in ORCA input format:
```
! wB97M-V def2-TZVPD RIJCOSX def2/J DEFGRID3
* xyz 1 1
C -4.220 -2.482 -0.279
H -3.203 -2.865 -0.268
C -4.355 -1.302 0.674
N -3.413 -0.233 0.357
C -3.180 0.644 1.493
C -2.266 1.806 1.066
N -1.583 1.473 -0.199
C -2.594 1.378 -1.271
C -3.809 0.563 -0.791
H -4.144 -0.100 -1.588
H -4.648 1.234 -0.544
H -2.901 2.393 -1.529
H -2.140 0.934 -2.154
C -0.586 0.374 -0.042
C -0.645 -0.721 -1.099
H -0.367 -0.352 -2.083
H 0.054 -1.511 -0.834
H -1.639 -1.157 -1.129
H -0.717 -0.079 0.941
C 0.771 1.129 -0.113
O 0.717 2.325 -0.395
N 1.866 0.442 0.128
H 1.817 -0.542 0.350
C 3.211 1.004 0.047
C 3.996 0.661 1.314
C 4.325 -0.828 1.403
C 5.069 -1.290 0.154
C 4.248 -1.006 -1.100
C 3.927 0.483 -1.203
H 4.857 1.042 -1.313
H 3.313 0.681 -2.084
H 4.807 -1.313 -1.984
H 3.326 -1.594 -1.080
H 5.284 -2.357 0.224
H 6.021 -0.762 0.086
H 4.942 -1.003 2.285
H 3.412 -1.417 1.529
H 4.926 1.230 1.293
H 3.431 0.979 2.193
H 3.079 2.087 -0.032
H -0.889 2.271 -0.431
H -2.849 2.713 0.895
H -1.523 2.026 1.833
H -2.716 0.052 2.286
H -4.119 1.057 1.896
H -4.128 -1.644 1.685
H -5.391 -0.930 0.671
H -4.485 -2.216 -1.299
H -4.888 -3.276 0.041
*
```

Record 12
The following is a DFT calculation (the ωB97M-V functional and the def2-TZVPD basis) of C3H5BrO as an isolated structure at a distorted geometry.

## Properties
LUMO energy (spin up / spin down), eV: 0.5 / 0.5
Gap between HOMO and LUMO (spin up / spin down), eV: 10.3 / 10.3

The geometry in ORCA input format:
```
! wB97M-V def2-TZVPD RIJCOSX def2/J DEFGRID3
* xyz 0 1
C -0.124 -0.126 -0.401
C -1.288 0.072 0.620
C 1.327 0.231 -0.122
O -0.595 -1.404 -0.201
Br -3.052 0.177 -0.002
H -0.280 0.130 -1.444
H -1.130 -0.200 1.677
H 1.651 0.917 -0.838
H 2.000 -0.638 -0.063
H 1.491 0.841 0.774
*
```